Record 1
Computed, not measured: a structure of composition C15H28NO3OsP at a distorted geometry, with wB97M-V/def2-TZVPD.

charge: +4
LUMO energy (alpha / beta): -15.812 / -19.535 eV
electronic energy: -35343.21768 eV
gap between HOMO and LUMO (alpha / beta): 7.5 / 3.8 eV
2S+1: 5
<S²>: 6.02

Element x y z (Å)
Os -0.18 0.74 1.09
C -1.84 -0.35 1.25
O -2.91 -0.72 1.21
C -0.46 2.58 1.54
O -0.56 3.72 1.64
C 1.67 0.27 1.25
O 2.87 0.29 1.22
C -1.75 0.47 -1.97
P -0.05 0.07 -1.22
H 0.45 -1.46 -2.99
H -2.41 -0.32 -1.57
C 1.15 1.17 -2.20
H 0.63 1.27 -3.18
C -1.75 0.34 -3.51
H -1.27 -0.58 -3.87
H -1.28 1.20 -3.98
H -2.78 0.33 -3.88
C -2.24 1.84 -1.51
H -1.71 2.63 -2.05
C 1.53 -2.43 -1.40
H -2.13 1.97 -0.42
H -3.32 1.97 -1.73
C -0.99 -2.57 -1.77
H 1.23 -3.24 -0.72
H 2.07 -2.93 -2.21
H 2.27 -1.81 -0.88
C 0.27 -1.68 -1.93
H -0.77 -3.62 -2.00
H -1.78 -2.29 -2.49
H -1.41 -2.49 -0.76
C 2.52 0.53 -2.41
H 3.01 0.40 -1.44
H 3.18 1.15 -3.04
H 2.44 -0.44 -2.91
C 1.28 2.55 -1.57
H 0.33 3.03 -1.40
H 1.83 3.26 -2.22
H 1.82 2.49 -0.62
H 0.26 -4.23 1.40
H 0.35 -3.56 1.93
C 0.53 -0.28 6.53
C -0.55 0.37 5.60
C -0.16 0.22 4.26
N 0.05 0.27 3.12
H 0.77 -1.34 6.40
H 0.28 -0.13 7.59
H 1.57 0.04 6.40
H -1.55 -0.20 5.71
H -0.55 1.52 5.72

***

Record 2
Computed, not measured: the molecule C3H4N2O2 at a distorted geometry, with wB97M-V/def2-TZVPD.

charge: 0
LUMO energy: 0.770 eV
electronic energy: -10244.76713 eV
gap between HOMO and LUMO: 8.9 eV

Element x y z (Å)
O 2.56 -0.45 -0.02
N 1.60 0.63 -0.01
C 0.42 0.22 0.14
C -0.65 1.01 0.02
C -1.65 0.21 -0.15
N -1.12 -1.06 -0.05
O 0.32 -1.10 -0.06
H 3.28 0.03 -0.43
H -0.59 1.95 0.13
H -2.82 0.18 -0.26
H -1.34 -1.62 0.69

***

Record 3
Computed, not measured: a cluster of 8 separate species, C11H38O11 in total at a distorted geometry, with wB97M-V/def2-TZVPD.

charge: 0
LUMO energy: 0.105 eV
electronic energy: -34540.14951 eV
gap between HOMO and LUMO: 9.7 eV

Element x y z (Å)
O -1.82 0.68 0.74
C -2.79 0.18 -0.14
C -3.80 -0.76 0.54
O -3.12 -2.03 0.65
H -1.34 -0.07 1.09
H -3.36 1.03 -0.52
H -2.36 -0.22 -1.06
H -4.66 -0.86 -0.13
H -4.13 -0.57 1.56
H -2.33 -1.91 1.19
O 1.52 2.30 0.98
C 1.09 3.21 1.96
C 2.33 3.72 2.89
O 1.84 4.71 3.78
H 1.49 1.41 1.32
H 0.65 4.09 1.48
H 0.41 2.65 2.59
H 3.08 4.07 2.18
H 2.87 2.88 3.34
H 2.58 4.91 4.35
O 1.62 -3.31 2.35
C 0.27 -3.58 2.88
C -0.60 -2.32 2.98
O -0.67 -1.49 1.86
H 2.06 -4.17 2.38
H -0.24 -4.27 2.22
H 0.24 -4.09 3.85
H -0.32 -1.74 3.86
H -1.64 -2.60 3.19
H 0.23 -1.41 1.54
C 3.17 -2.77 -2.73
O 2.40 -1.59 -3.14
H 3.84 -2.72 -1.87
H 2.62 -3.66 -2.45
H 3.78 -3.08 -3.58
H 1.77 -1.26 -2.50
C 0.16 0.40 -2.12
O 0.77 -0.43 -1.15
H 0.86 1.08 -2.62
H -0.53 -0.11 -2.78
H -0.51 1.13 -1.68
H 1.30 0.08 -0.54
C -2.16 -1.53 -4.60
O -2.35 -2.57 -5.52
H -2.62 -0.66 -5.06
H -2.46 -1.84 -3.60
H -1.10 -1.32 -4.74
H -1.68 -3.26 -5.47
C -2.19 4.17 -1.59
O -2.32 4.23 -2.97
H -3.11 3.75 -1.17
H -1.30 3.71 -1.18
H -2.29 5.21 -1.27
H -3.07 4.79 -3.18
C 3.29 -0.21 1.88
O 1.96 -0.26 2.30
H 3.28 -0.62 0.87
H 3.70 0.79 1.70
H 4.06 -0.71 2.47
H 1.67 -1.17 2.39